C72H93F6N9 | ωB97M-V/def2-TZVPD

Properties
<S²> = 0.76
2S+1 = 2
highest occupied orbital energy (alpha / beta) = -0.411 / -5.277 eV
total charge = -1
gap between HOMO and LUMO (alpha / beta) = 2.4 / 7.3 eV

```
180
Properties=species:S:1:pos:R:3:forces:R:3:lowdin_charge:R:1
C -1.699835 3.172699 -4.994003 0.81 0.85 -0.37 -0.091
C -0.254135 3.231969 -4.429203 -0.15 -0.84 -0.27 -0.246
C 0.310465 4.658289 -4.280353 -0.97 0.09 -0.40 -0.163
C 0.474985 5.253909 -5.635223 0.17 -0.59 1.64 -0.230
N 0.642815 5.662459 -6.686763 0.03 0.39 -0.92 0.135
H -1.681395 3.422029 -6.054943 -0.02 -0.05 -0.18 0.068
H -2.286825 3.973049 -4.543463 -0.24 -0.19 0.28 0.059
H -2.203775 2.210539 -4.902423 0.21 0.07 0.31 0.060
H 0.445375 2.717199 -5.087843 -0.12 -0.24 -0.23 0.099
H -0.227785 2.626469 -3.523233 0.18 0.53 0.42 0.078
H 1.236675 4.732119 -3.710443 0.09 -0.24 -0.23 0.098
H -0.422385 5.265529 -3.749043 -0.03 0.18 0.10 0.102
C -4.269525 -3.680971 -2.305893 -0.81 0.19 -0.02 -0.088
C -4.005205 -4.063651 -0.860923 0.81 1.23 0.15 -0.273
C -4.029295 -5.538051 -0.583073 0.03 -1.43 -1.34 -0.182
C -5.273115 -6.188601 -1.060833 -3.81 -1.46 -0.28 -0.213
N -6.270585 -6.704841 -1.444603 3.62 1.82 1.25 0.119
H -5.276135 -4.031311 -2.534143 0.11 -0.18 -0.71 0.073
H -3.496875 -4.040941 -2.985253 -0.17 -0.66 0.03 0.061
H -4.265035 -2.613691 -2.527243 -0.08 0.22 0.62 0.068
H -4.673325 -3.606441 -0.131083 -0.26 0.30 -0.34 0.085
H -3.025115 -3.633011 -0.655803 0.27 -0.36 0.50 0.097
H -3.732125 -5.821661 0.426557 -0.48 0.08 0.03 0.113
H -3.363015 -6.081221 -1.253253 0.91 0.27 0.03 0.106
C 2.756605 -2.175681 -1.923773 0.37 0.29 0.10 -0.096
C 2.105315 -1.595971 -3.180393 0.07 -0.82 0.66 -0.240
C 2.494385 -0.166191 -3.483833 0.19 0.28 0.14 -0.184
C 3.917365 0.064219 -3.437633 -0.48 -0.23 -0.06 -0.266
N 5.033475 0.280929 -3.446583 1.59 0.22 -0.01 0.156
H 2.304265 -1.717201 -1.044413 -0.06 -0.27 0.21 0.065
H 3.828835 -1.994661 -1.848553 0.14 0.25 -0.25 0.050
H 2.670985 -3.262301 -1.928893 -0.35 0.04 0.22 0.061
H 1.040005 -1.592341 -2.949773 -0.09 -0.08 -0.49 0.074
H 2.340835 -2.286011 -3.990623 -0.23 0.26 -0.39 0.114
H 2.081935 0.484799 -2.712993 -0.38 0.15 -0.10 0.108
H 2.221055 0.167459 -4.484873 -0.57 -0.01 0.11 0.116
C -2.955825 1.373569 2.554877 -1.02 0.01 0.39 -0.079
C -2.159495 2.329779 1.670627 0.75 -2.05 -0.26 -0.229
C -1.538125 3.517879 2.336907 -0.71 1.87 0.06 -0.176
C -2.594595 4.396679 2.907717 -2.93 3.14 2.07 -0.218
N -3.418245 5.111219 3.402877 3.49 -3.13 -2.17 0.119
H -3.768795 1.836409 3.114297 0.08 0.78 0.18 0.069
H -2.395225 0.835569 3.319337 0.42 -0.01 -0.32 0.052
H -3.556335 0.651299 2.001877 0.64 -0.22 -0.43 0.054
H -2.697625 2.552439 0.749247 -0.38 0.67 0.31 0.098
H -1.316505 1.787589 1.242267 0.19 -0.39 0.13 0.089
H -0.989185 4.102629 1.598767 -0.23 0.17 -0.27 0.097
H -0.767395 3.420819 3.101527 -0.25 -0.95 0.20 0.096
C -1.800875 2.451639 5.895837 -0.79 1.11 -1.31 -0.107
C -0.478745 2.810669 6.575727 -0.46 -1.76 0.81 -0.235
C 0.747145 2.687029 5.648207 -0.25 -0.76 -1.18 -0.173
C 0.884935 1.418409 4.825507 -0.05 -3.99 -2.18 -0.176
N 0.989475 0.409669 4.174137 -0.38 4.89 3.36 0.167
H -1.767365 1.517639 5.334917 0.48 0.08 -0.11 0.057
H -2.114425 3.250909 5.224297 0.33 -0.05 -0.59 0.045
H -2.750245 2.361789 6.423777 0.53 -0.03 1.24 0.079
H -0.477815 2.068529 7.374057 0.89 -0.03 0.30 0.099
H -0.430425 3.774209 7.083047 -0.27 0.13 -0.34 0.108
H 1.722335 2.812139 6.118797 -0.19 0.19 0.31 0.107
H 0.634875 3.472409 4.900757 0.30 0.16 -0.10 0.099
C 5.664985 1.769229 5.426047 -0.63 -0.99 -0.61 -0.088
C 4.889525 0.634159 4.663977 -0.65 1.27 0.75 -0.247
C 4.570375 0.928589 3.202917 0.63 0.23 -0.33 -0.204
C 3.788655 2.160589 2.897847 -1.36 2.62 -0.57 -0.198
N 3.206005 3.151599 2.614107 1.94 -3.30 1.07 0.155
H 6.605895 1.975049 4.915717 0.09 -0.03 0.03 0.068
H 5.876185 1.403669 6.430957 0.08 0.20 0.03 0.064
H 5.113915 2.707809 5.485057 -0.14 -0.10 -0.03 0.063
H 3.893875 0.457899 5.071057 0.13 -0.04 0.78 0.085
H 5.456575 -0.290421 4.772137 -0.03 -0.04 -0.36 0.105
H 4.041525 0.077509 2.773867 -0.04 0.10 -0.23 0.097
H 5.543415 1.018969 2.720087 -0.15 0.13 -0.60 0.097
C 3.220845 6.253269 -1.479623 0.23 -0.44 -0.62 -0.109
C 3.025835 5.016949 -0.624203 0.70 0.75 0.59 -0.265
C 3.692835 3.727699 -1.125643 -0.02 -0.44 0.64 -0.182
C 5.175635 3.691219 -1.325463 0.00 0.48 -0.28 -0.208
N 6.325325 3.608039 -1.442653 -1.15 0.13 0.19 0.137
H 2.784775 7.130969 -1.002563 0.15 0.05 -0.12 0.073
H 2.779465 6.113179 -2.466363 -0.34 0.12 -0.06 0.055
H 4.278165 6.390609 -1.706133 0.12 0.33 0.31 0.071
H 1.964015 4.918149 -0.398653 -0.07 -0.75 -0.41 0.092
H 3.425735 5.235269 0.366007 0.28 -0.05 0.10 0.096
H 3.156025 3.302049 -1.973443 0.33 0.02 -0.22 0.105
H 3.575945 3.003599 -0.319353 -0.28 -0.27 -0.05 0.064
C 6.962715 -2.048641 -0.228483 -0.20 -0.61 0.42 -0.092
C 7.371075 -0.780231 0.538167 0.27 0.00 0.50 -0.243
C 6.921445 0.544669 -0.090013 0.68 -0.24 -0.24 -0.199
C 5.483345 0.628739 -0.156643 -4.71 -0.29 -0.81 -0.222
N 4.301045 0.623789 -0.243743 4.16 0.08 0.52 0.218
H 7.191095 -2.926901 0.375357 0.16 0.01 0.17 0.057
H 7.439195 -2.239141 -1.190133 0.40 0.60 0.01 0.074
H 5.903585 -2.174841 -0.453013 -0.24 0.59 0.25 0.055
H 8.444105 -0.783121 0.729727 0.34 0.17 -0.79 0.104
H 7.082895 -0.766371 1.589297 -0.90 -0.49 0.03 0.090
H 7.350865 0.583699 -1.091103 -0.31 0.30 -0.22 0.120
H 7.236165 1.450419 0.428327 0.39 -0.15 0.17 0.111
C 2.862555 -4.313231 5.154147 -0.05 -0.15 -0.87 -0.100
C 2.403625 -4.002131 3.692457 0.68 -0.21 1.04 -0.227
C 3.469035 -3.240261 2.868627 0.36 -0.36 0.45 -0.174
C 4.845975 -3.834151 2.856547 0.31 -0.73 0.01 -0.213
N 5.905695 -4.311131 2.870267 -1.43 0.75 -0.02 0.124
H 3.696535 -5.014851 5.136657 0.11 0.01 0.00 0.062
H 2.070015 -4.787591 5.732907 -0.12 0.10 -0.08 0.063
H 3.194145 -3.422441 5.687657 -0.08 0.12 -0.08 0.068
H 1.502435 -3.390901 3.740907 0.04 0.11 -0.25 0.095
H 2.139205 -4.931591 3.188187 0.02 -0.02 -0.02 0.100
H 3.607935 -2.262461 3.329837 -0.17 0.24 -0.24 0.094
H 3.099065 -3.138751 1.848367 0.22 0.25 -0.06 0.098
F -3.938925 -0.704591 0.114417 -1.14 0.44 -0.80 0.023
C -5.018575 -0.260761 -0.609303 -0.69 0.55 -0.44 -0.237
C -4.995935 0.974889 -1.275523 -1.29 -0.37 -0.09 0.016
C -6.176325 1.422779 -1.999703 1.83 -1.67 1.63 -0.049
C -7.284935 0.578219 -2.012913 0.23 0.95 -0.37 -0.104
C -7.306205 -0.594601 -1.271083 -0.50 0.23 -0.22 -0.102
C -6.202745 -1.028641 -0.605613 1.84 0.07 0.96 -0.034
H -4.123535 1.604119 -1.178713 0.15 0.04 -0.11 0.086
H -6.122485 2.418239 -2.415093 -0.32 -0.11 -0.34 0.085
H -8.157845 0.838049 -2.593353 -0.14 0.21 0.10 0.096
H -8.239985 -1.121471 -1.141223 -0.01 -0.24 -0.29 0.107
H -6.208025 -1.916511 0.009267 -0.13 -0.14 -0.02 0.108
F 1.271395 -4.038941 0.167987 0.44 0.74 0.73 0.075
C 0.686845 -4.883711 -0.655453 -0.91 0.11 -1.53 -0.301
C 0.699325 -6.213641 -0.325593 0.62 -0.85 0.17 -0.023
C 0.180515 -7.165621 -1.185853 -0.86 0.28 0.10 -0.087
C -0.424575 -6.733961 -2.349013 -0.19 -0.23 -0.50 -0.122
C -0.457525 -5.395111 -2.686543 0.19 0.66 0.56 -0.089
C 0.079305 -4.414761 -1.837913 0.12 -1.06 0.17 0.012
H 1.206825 -6.554981 0.564537 -0.03 0.24 0.25 0.113
H 0.098015 -8.197501 -0.877923 0.32 -0.11 -0.07 0.102
H -0.912095 -7.402131 -3.043463 0.10 -0.38 0.09 0.099
H -0.937915 -5.143501 -3.620523 0.01 0.36 -0.06 0.094
H 0.031015 -3.366261 -2.092323 0.11 0.14 0.23 0.085
F -4.606945 -4.828591 2.574387 -0.53 0.01 -0.47 0.052
C -3.733775 -4.029141 3.202217 1.70 0.61 0.18 -0.286
C -3.056365 -3.011231 2.533987 -0.97 -0.55 -0.15 0.003
C -2.066425 -2.310951 3.202177 -0.16 -0.26 -0.08 -0.079
C -1.770225 -2.626171 4.511617 -0.14 -0.51 1.23 -0.087
C -2.472935 -3.635241 5.222807 0.37 0.72 -1.52 -0.067
C -3.405555 -4.366391 4.499787 -0.63 -0.13 0.37 -0.040
H -3.320985 -2.780781 1.512587 0.10 0.09 -0.08 0.086
H -1.515305 -1.556841 2.659967 0.10 0.16 0.09 0.083
H -0.965765 -2.094541 4.998057 0.02 0.15 0.14 0.088
H -2.283585 -3.841651 6.265847 0.15 -0.07 -0.03 0.096
H -3.961045 -5.207741 4.887047 0.06 -0.06 0.44 0.111
F -5.656975 5.775419 -1.782853 0.46 0.02 -0.18 0.038
C -4.333765 5.695999 -1.466903 -0.37 0.80 1.32 -0.258
C -3.813835 6.662739 -0.597633 -0.20 -0.27 -0.59 -0.009
C -2.487885 6.560189 -0.210673 0.24 -0.20 -0.62 -0.073
C -1.729085 5.484479 -0.675613 -0.21 -0.01 0.35 -0.093
C -2.328525 4.485679 -1.426053 1.20 -0.29 -0.12 -0.097
C -3.615945 4.595359 -1.861963 -1.48 0.28 -0.21 -0.032
H -4.424845 7.483859 -0.252923 -0.14 -0.04 -0.04 0.114
H -2.052005 7.343349 0.391887 0.06 -0.07 0.16 0.106
H -0.687475 5.342749 -0.427913 0.08 0.23 0.19 0.093
H -1.738595 3.613949 -1.667893 0.06 -0.20 -0.14 0.099
H -4.180935 3.877579 -2.438133 0.41 -0.36 -0.16 0.105
F 0.776305 2.319999 -1.192103 0.46 0.60 0.12 0.010
C 0.438705 1.151089 -0.592313 -0.59 -1.81 0.98 -0.356
C -0.625545 0.453709 -1.122243 -0.82 0.44 -1.02 -0.124
C -1.016055 -0.820431 -0.594633 0.62 -0.89 0.57 -0.157
C -0.272265 -1.370511 0.452067 -0.41 1.24 -0.78 -0.169
C 0.746425 -0.590641 1.028367 -1.55 -4.22 0.84 -0.199
C 1.088405 0.629139 0.523727 1.46 3.62 -1.12 -0.134
H -1.208685 0.771339 -1.973993 0.25 0.56 -0.21 0.068
H -1.864245 -1.316341 -1.043023 -0.05 -0.20 0.04 0.055
H -0.521025 -2.361011 0.803397 0.12 -0.11 0.21 0.073
H 1.261075 -1.095901 1.832277 0.41 0.47 0.25 0.054
H 1.950625 1.110459 0.961107 0.01 0.38 -0.23 0.053
F -0.370145 -0.192751 -4.233593 0.23 0.49 0.64 0.079
C -1.168975 -0.747391 -5.119543 -1.30 -0.99 -1.82 -0.285
C -1.428015 -0.087981 -6.323903 0.29 -0.73 0.05 -0.002
C -2.206105 -0.734741 -7.308223 0.78 2.31 0.50 -0.094
C -2.748605 -1.951191 -7.096793 -0.02 -0.80 -0.37 -0.125
C -2.440615 -2.626651 -5.936373 -0.38 -0.13 1.27 -0.080
C -1.721995 -2.018041 -4.898693 0.19 0.45 -0.53 0.006
H -0.938865 0.862919 -6.475303 -0.15 0.13 -0.21 0.101
H -2.439985 -0.238241 -8.238373 0.19 0.28 -0.03 0.104
H -3.367965 -2.323391 -7.899443 -0.07 -0.58 0.22 0.104
H -2.858375 -3.610571 -5.782193 0.00 -0.13 0.15 0.099
H -1.591555 -2.472651 -3.927753 0.13 -0.25 0.02 0.092
```
Forces are in eV/Å.